Record 1
{
  "formula": "C19H38CoN2O5",
  "method": "the ωB97M-V functional and the def2-TZVPD basis",
  "species": ["Co", "C", "O", "O", "O", "C", "C", "C", "C", "C", "C", "N", "O", "C", "C", "C", "H", "H", "H", "H", "H", "H", "H", "H", "H", "H", "H", "H", "H", "H", "H", "H", "H", "H", "H", "C", "C", "C", "C", "C", "C", "N", "O", "C", "C", "C", "H", "H", "H", "H", "H", "H", "H", "H", "H", "H", "H", "H", "H", "H", "H", "H", "H", "H", "H"],
  "positions_angstrom": [[-0.239, -0.462, 1.640], [-0.034, -0.463, 3.698], [-0.485, 0.742, 3.455], [1.194, -0.677, 3.191], [-0.831, -1.481, 3.420], [0.814, -3.003, 0.718], [-0.625, -3.093, 0.182], [-1.352, -4.069, 1.089], [-2.870, -4.079, 0.900], [-3.403, -2.650, 1.037], [-2.717, -1.584, 0.166], [-1.243, -1.753, 0.274], [-0.544, -0.801, -0.549], [-3.299, -1.626, -1.234], [-3.028, -0.242, 0.847], [-0.552, -3.634, -1.251], [0.865, -2.640, 1.751], [1.428, -2.324, 0.120], [1.231, -4.009, 0.702], [-0.891, -5.049, 0.948], [-1.190, -3.850, 2.150], [-3.284, -4.729, 1.670], [-3.147, -4.502, -0.071], [-3.487, -2.369, 2.084], [-4.430, -2.745, 0.665], [-3.265, -2.625, -1.666], [-4.321, -1.261, -1.254], [-2.724, -0.969, -1.899], [-2.748, -0.262, 1.905], [-2.458, 0.570, 0.381], [-4.090, -0.010, 0.784], [-1.540, -3.669, -1.713], [-0.232, -4.675, -1.218], [0.148, -3.093, -1.889], [-0.603, -1.116, -1.464], [3.353, 0.452, -0.154], [2.851, 1.891, -0.377], [3.164, 2.222, -1.840], [2.460, 3.459, -2.348], [0.968, 3.247, -2.207], [0.580, 3.026, -0.747], [1.400, 1.910, -0.253], [0.967, 1.396, 0.989], [0.630, 4.339, 0.051], [-0.876, 2.530, -0.735], [3.560, 2.835, 0.605], [2.506, -0.235, -0.171], [4.118, 0.102, -0.844], [3.790, 0.359, 0.844], [4.250, 2.294, -1.979], [2.967, 1.330, -2.447], [2.845, 4.298, -1.756], [2.726, 3.740, -3.371], [0.645, 2.361, -2.764], [0.380, 4.062, -2.639], [1.561, 4.883, -0.131], [0.599, 4.105, 1.117], [-0.131, 5.044, -0.279], [-1.507, 3.187, -1.340], [-1.307, 2.505, 0.267], [-0.910, 1.534, -1.170], [3.612, 2.384, 1.595], [4.582, 2.975, 0.238], [3.137, 3.834, 0.659], [1.036, 2.130, 1.616]],
  "forces_ev_per_a": [[0.5930, 0.4504, 1.5869], [0.4631, -0.3133, -6.0717], [-0.4124, -0.2622, 1.4808], [-0.0561, 0.1015, 1.4643], [-0.4824, 0.3434, 1.7403], [-0.0453, 0.3469, 0.0291], [1.2279, -0.2866, 0.0087], [-0.7537, -0.2264, 0.5952], [0.9222, 0.0741, -0.1966], [-0.8318, -1.1267, -0.3181], [-0.6606, 0.2437, 1.3241], [0.1377, 0.3366, 0.4708], [-0.3355, -0.5440, -0.5457], [0.8635, 0.1493, -0.7239], [0.3423, 0.2778, -0.2476], [-0.6606, -0.1897, -0.0395], [-0.1860, -0.1391, 0.0327], [0.0623, -0.2487, -0.1458], [0.2017, 0.0770, -0.0871], [-0.1526, -0.0419, -0.2009], [0.2805, 0.4613, -0.1488], [-0.2717, 0.0781, -0.0579], [-0.0027, 0.0109, 0.0028], [0.4419, 0.1541, 0.0188], [-0.0762, 0.5162, 0.1597], [-0.1740, -0.0258, 0.0256], [-0.0604, -0.0498, 0.1940], [-0.1463, -0.0182, -0.0258], [-0.0481, -0.1569, 0.0097], [-0.2559, 0.0031, -0.1289], [0.0043, 0.0207, -0.0507], [0.1050, 0.1343, -0.1411], [0.2304, 0.0659, 0.0545], [-0.0269, 0.0672, 0.0169], [0.1522, 0.1208, -0.1306], [-0.1389, -0.2098, 1.0601], [0.4315, -0.0775, -0.2077], [0.7750, -0.3040, -0.6188], [0.2891, 0.1789, -0.1756], [-0.1383, 0.1597, -0.0361], [-0.9869, -0.0513, -0.0300], [-0.4935, -0.6993, -0.8545], [0.0205, 0.5549, -0.2402], [1.0755, -0.0856, -0.2190], [-0.0167, 0.1106, -0.0778], [0.5455, 0.0430, -0.4159], [0.0767, -0.0321, -0.2090], [-0.0709, 0.2841, -0.2797], [-0.1215, -0.0909, -0.0190], [-0.0192, 0.3160, 0.4124], [-0.6402, 0.1530, 0.0000], [-0.4066, 0.1014, 0.0791], [0.0267, -0.3902, -0.0592], [0.2877, -0.0779, -0.0225], [0.0885, 0.1815, 0.2738], [0.0521, -0.1559, 0.1070], [-0.3941, 0.4084, 0.0783], [-0.4344, -0.2884, 0.3241], [0.0996, 0.0782, 0.0277], [0.1066, -0.0380, 0.0323], [-0.0633, -0.0518, 0.0437], [-0.0900, 0.1517, 0.0947], [0.0528, -0.1157, 0.2638], [-0.1841, -0.0595, 0.0593], [-0.1179, -0.3969, 0.6544]],
  "lowdin_spin": [2.650, -0.008, 0.073, 0.093, 0.100, 0.002, 0.002, 0.000, 0.000, 0.000, 0.002, 0.038, 0.022, 0.002, 0.004, 0.002, 0.000, 0.000, 0.001, 0.000, 0.000, 0.000, 0.000, 0.000, 0.000, 0.000, 0.000, 0.000, 0.000, 0.001, 0.001, 0.000, 0.000, 0.000, 0.002, 0.000, 0.000, 0.000, 0.000, 0.000, 0.000, 0.001, 0.012, 0.000, 0.000, 0.000, 0.000, 0.000, 0.000, 0.000, 0.000, 0.000, 0.000, 0.000, 0.000, 0.000, 0.000, 0.000, 0.000, 0.000, 0.000, 0.000, 0.000, 0.000, 0.000],
  "gap_ev": [7.750, 7.599],
  "lumo_ev": [0.2, 0.1],
  "spin_multiplicity": 4
}

Record 2
{
  "formula": "C19H38GdO3P",
  "method": "the ωB97M-V functional and the def2-TZVPD basis",
  "species": ["C", "H", "H", "H", "C", "H", "H", "C", "H", "H", "H", "C", "C", "C", "C", "C", "C", "C", "C", "C", "C", "Gd", "H", "H", "H", "H", "H", "H", "H", "H", "H", "H", "H", "H", "H", "H", "H", "C", "C", "O", "P", "O", "C", "C", "O", "C", "C", "H", "H", "H", "H", "H", "H", "H", "H", "H", "H", "H", "H", "H", "H", "H"],
  "positions_angstrom": [[1.414, 1.769, -1.742], [2.295, 2.416, -1.745], [1.562, 1.035, -2.559], [1.627, 1.138, -0.482], [0.153, 2.630, -1.893], [-0.707, 2.057, -2.304], [-0.165, 3.016, -0.910], [0.406, 3.824, -2.840], [-0.483, 4.461, -2.899], [1.244, 4.427, -2.475], [0.645, 3.466, -3.847], [-1.002, -2.098, -1.091], [-1.653, -1.249, -2.034], [-0.682, -0.837, -3.000], [0.573, -1.425, -2.640], [0.373, -2.202, -1.457], [1.358, -3.140, -0.859], [1.812, -1.411, -3.464], [-0.941, -0.062, -4.245], [-3.103, -0.910, -2.031], [-1.654, -2.834, 0.026], [0.032, 0.381, -0.767], [2.693, -1.667, -2.863], [1.748, -2.145, -4.284], [1.993, -0.431, -3.923], [2.384, -2.872, -1.135], [1.295, -3.154, 0.237], [1.186, -4.172, -1.208], [-2.527, -2.295, 0.412], [-1.997, -3.830, -0.297], [-0.963, -2.986, 0.865], [-3.318, -0.069, -2.698], [-3.714, -1.763, -2.366], [-3.450, -0.638, -1.025], [-0.131, 0.648, -4.463], [-1.025, -0.731, -5.117], [-1.876, 0.507, -4.177], [-0.520, 3.968, 3.319], [0.199, 2.753, 2.811], [-0.674, 2.109, 1.791], [-1.239, 0.569, 1.873], [-1.221, 0.179, 3.441], [-1.445, -1.190, 3.934], [-0.974, -1.199, 5.363], [0.505, -0.218, 1.315], [1.469, -0.970, 2.093], [2.842, -0.816, 1.489], [-0.711, 4.676, 2.508], [0.091, 4.467, 4.073], [-1.472, 3.687, 3.778], [1.123, 3.004, 2.282], [0.414, 2.029, 3.604], [-2.517, -1.414, 3.859], [-0.876, -1.906, 3.320], [0.085, -0.930, 5.431], [-1.554, -0.500, 5.971], [-1.100, -2.200, 5.780], [1.423, -0.587, 3.116], [1.144, -2.016, 2.104], [3.152, 0.236, 1.482], [3.558, -1.378, 2.099], [2.896, -1.211, 0.464]],
  "forces_ev_per_a": [[4.0553, 1.3614, 1.2307], [-0.1188, -0.0730, -0.1206], [-0.0428, -0.0634, 0.6348], [2.4808, 3.3706, -3.3440], [-0.5727, 0.7246, 0.2178], [0.2613, 0.1145, -0.0359], [0.0879, 0.0492, -0.1350], [0.1468, -0.2404, 0.0151], [0.1529, -0.2162, 0.0477], [-0.1720, -0.0826, -0.0513], [-0.0355, 0.0920, 0.1579], [0.9027, -0.0004, -0.5707], [0.8162, -0.2021, -0.7139], [-1.0137, 0.0951, 0.8096], [0.1297, 0.0731, 0.3847], [-1.1169, 0.0490, 0.3125], [0.4303, -0.2833, 0.2655], [0.3549, 0.0368, -0.0763], [-0.0462, 0.2889, -0.4224], [-0.3345, 0.2046, 0.0262], [-0.1936, -0.1564, 0.4305], [-6.0524, -5.3210, 0.1347], [-0.1624, 0.0364, -0.2079], [-0.0173, 0.2185, 0.2175], [-0.0291, -0.2250, -0.1036], [-0.1832, -0.1504, 0.1071], [0.0228, -0.0890, -0.2664], [0.0272, 0.3500, 0.0959], [0.0649, -0.1412, -0.0942], [0.0883, 0.2861, 0.0847], [-0.0906, -0.0410, -0.1544], [-0.0518, -0.1832, 0.1148], [0.1674, 0.2335, 0.1062], [-0.0326, -0.0874, -0.1864], [-0.1621, -0.1428, -0.0685], [0.0187, 0.2162, 0.2514], [0.2034, -0.1283, -0.0986], [-0.1374, 0.1550, 0.0612], [0.0648, -0.1599, -0.0438], [-0.7887, -1.9916, 0.3099], [2.2207, 0.7093, 1.7991], [0.1547, 0.6987, -2.0477], [-0.1936, -0.3843, 0.1303], [0.0534, 0.0307, 0.2119], [-1.0649, 0.5011, 0.4640], [-0.5592, -0.0113, 0.2744], [0.2065, 0.0602, -0.0140], [0.0041, -0.0757, 0.1181], [-0.0179, -0.0227, -0.0362], [0.1245, 0.0629, -0.0311], [-0.1210, -0.0699, 0.0721], [-0.0802, 0.1321, -0.2199], [0.2801, 0.1210, -0.0699], [-0.1884, 0.3378, 0.0785], [-0.1496, -0.0594, -0.0195], [0.0843, -0.1126, -0.1231], [-0.0023, 0.0524, -0.0279], [0.1696, -0.0686, -0.0452], [0.1263, 0.1031, 0.0150], [-0.0208, -0.1573, 0.0636], [-0.0479, 0.1320, -0.1695], [-0.0999, 0.0433, 0.2547]],
  "lowdin_spin": [0.007, 0.002, 0.001, 0.006, -0.007, -0.003, -0.001, -0.001, 0.000, 0.000, 0.000, 0.015, 0.008, 0.030, 0.138, 0.009, 0.000, 0.024, 0.003, 0.007, 0.004, 6.764, 0.001, 0.011, 0.004, 0.000, 0.000, 0.000, 0.000, 0.002, 0.000, 0.000, 0.002, 0.001, 0.001, 0.002, 0.000, 0.000, 0.000, -0.007, -0.009, -0.003, 0.000, 0.000, -0.010, 0.000, 0.000, 0.000, 0.000, 0.000, 0.000, 0.000, 0.000, 0.000, 0.000, 0.000, 0.000, 0.000, 0.000, 0.000, 0.000, 0.000],
  "gap_ev": [7.224, 5.534],
  "lumo_ev": [-7.0, -8.5],
  "charge": 2,
  "spin_multiplicity": 8
}

Record 3
{
  "formula": "C19H38N2O8P2S7",
  "method": "the ωB97M-V functional and the def2-TZVPD basis",
  "species": ["C", "C", "C", "C", "P", "S", "C", "P", "O", "O", "O", "C", "C", "C", "N", "S", "N", "C", "H", "H", "H", "H", "H", "H", "H", "H", "C", "S", "O", "C", "H", "H", "H", "H", "H", "H", "C", "S", "O", "C", "H", "H", "H", "H", "H", "H", "C", "S", "O", "C", "H", "H", "H", "H", "H", "H", "C", "S", "O", "C", "H", "H", "H", "H", "H", "H", "C", "S", "O", "C", "H", "H", "H", "H", "H", "H"],
  "positions_angstrom": [[5.445, -3.573, 1.185], [4.764, -2.828, 0.526], [3.793, -1.767, 0.159], [2.459, -2.119, 0.005], [2.062, -3.904, 0.262], [2.117, -4.228, 2.204], [1.443, -1.057, -0.328], [-0.310, -1.556, -0.465], [-1.259, -0.435, -0.418], [-0.619, -2.510, 0.856], [-0.564, -2.487, -1.800], [1.902, 0.253, -0.478], [0.927, 1.420, -0.791], [3.313, 0.620, -0.323], [3.865, 1.848, -0.411], [5.450, 1.631, -0.141], [5.579, 0.016, 0.112], [4.310, -0.418, 0.001], [5.927, -4.312, 1.819], [0.754, -4.240, -0.159], [2.965, -4.773, -0.401], [0.130, -2.400, 1.480], [-1.307, -3.065, -1.546], [1.457, 2.259, -1.285], [0.180, 1.039, -1.508], [0.414, 1.758, 0.133], [-2.720, 4.968, -1.637], [-1.635, 4.134, -2.809], [-0.828, 3.147, -2.041], [-0.580, 5.555, -3.133], [-3.446, 4.245, -1.270], [-2.136, 5.354, -0.801], [-3.241, 5.782, -2.142], [-0.132, 5.904, -2.200], [-1.169, 6.350, -3.589], [0.207, 5.253, -3.821], [1.245, 8.698, -4.273], [0.781, 8.136, -5.920], [0.498, 6.677, -5.830], [2.417, 8.323, -6.647], [0.370, 8.628, -3.628], [2.041, 8.068, -3.876], [1.575, 9.736, -4.323], [3.139, 7.717, -6.099], [2.709, 9.374, -6.620], [2.372, 7.987, -7.682], [-2.785, -1.407, 2.505], [-4.345, -0.608, 2.915], [-4.023, 0.690, 3.569], [-4.816, -1.764, 4.214], [-2.294, -0.823, 1.729], [-2.147, -1.448, 3.390], [-2.978, -2.413, 2.133], [-4.051, -1.783, 4.990], [-4.944, -2.759, 3.785], [-5.758, -1.433, 4.646], [6.054, -7.172, -3.015], [6.255, -7.121, -1.226], [5.371, -6.041, -0.711], [7.935, -6.474, -1.246], [5.044, -7.515, -3.235], [6.199, -6.175, -3.433], [6.775, -7.869, -3.442], [7.960, -5.521, -1.777], [8.596, -7.193, -1.730], [8.256, -6.323, -0.216], [-8.923, -1.085, 5.456], [-8.105, -1.087, 7.061], [-6.671, -1.399, 6.827], [-8.891, -2.591, 7.668], [-8.547, -0.239, 4.883], [-8.701, -2.012, 4.925], [-9.999, -0.979, 5.596], [-8.671, -3.421, 6.996], [-9.968, -2.436, 7.737], [-8.493, -2.809, 8.658]],
  "forces_ev_per_a": [[-0.1288, -0.3426, 0.0124], [-0.5903, 1.1657, 0.5590], [1.2974, -1.7746, -0.0031], [-0.1183, 1.3282, -1.2085], [0.2202, -0.3625, 1.8702], [-0.2892, 0.0294, -0.1059], [2.0389, -0.9465, 0.0201], [-1.4698, 0.8886, 0.7613], [0.3347, -0.1637, -0.2930], [1.4530, 0.4792, -1.5651], [0.6053, 0.0719, 1.8888], [-1.2362, 1.1290, -0.0717], [0.5984, -0.8349, -0.4501], [0.6416, -1.4616, 0.5584], [0.2784, -1.2764, 0.1349], [-0.1547, -0.3177, -0.0273], [-1.6343, 0.7691, -0.2276], [-1.6451, 0.3600, -0.3561], [-0.2040, 0.5441, -0.6736], [0.5810, 0.4114, -0.6448], [-0.1908, 0.6300, -0.3879], [-0.3996, -0.4697, 0.1634], [0.1412, 0.0540, -0.4360], [-0.2524, -0.5208, 0.5658], [0.2194, 0.5070, 0.6158], [0.2852, -0.1832, -0.6824], [-0.0367, 0.0439, 0.1197], [-0.0344, 0.0462, -0.0437], [-0.1205, 0.3221, -0.0912], [0.1060, 0.0379, 0.1826], [0.0617, -0.0422, -0.0524], [0.0496, -0.0508, -0.0330], [0.0183, -0.0345, -0.0435], [-0.0730, -0.1019, 0.0655], [-0.0069, -0.0850, -0.0863], [-0.1223, -0.0135, -0.0639], [0.0887, -0.0257, 0.0981], [-0.0280, 0.0340, -0.0616], [0.1381, 0.1582, -0.0005], [0.1444, -0.0235, 0.0031], [-0.0228, -0.0114, -0.0827], [-0.0212, -0.0359, -0.0578], [-0.0348, -0.0090, -0.0362], [-0.0723, -0.0241, 0.0285], [-0.0555, -0.0027, 0.0019], [-0.0957, -0.0054, 0.0414], [-0.0122, 0.1338, 0.0669], [0.0995, -0.1436, 0.0250], [-0.0082, -0.0814, 0.0167], [-0.0264, -0.0122, -0.0216], [-0.1507, 0.0337, -0.0201], [-0.0933, 0.0221, 0.0582], [-0.0377, 0.0363, -0.0128], [-0.0116, 0.0745, -0.0179], [0.0252, 0.0338, -0.0613], [0.0829, 0.0421, 0.0396], [0.0117, 0.0684, -0.1177], [0.0217, -0.1225, -0.0019], [0.0141, 0.0070, -0.1039], [0.0848, 0.1178, -0.0537], [0.0148, -0.0085, 0.0972], [-0.0004, 0.0142, 0.0782], [-0.0115, -0.0135, 0.0476], [-0.0794, -0.0118, 0.0164], [-0.0459, -0.0305, 0.0230], [-0.0883, -0.0431, -0.0010], [-0.0260, -0.0613, -0.1147], [-0.0317, 0.0885, 0.0624], [-0.1690, -0.1032, -0.0181], [-0.0434, -0.1435, -0.0244], [0.0412, 0.0078, 0.0918], [0.0397, -0.0071, 0.0598], [0.0237, 0.0195, 0.0358], [0.0468, 0.0573, -0.0238], [0.0238, 0.0466, 0.0028], [0.0413, 0.0891, -0.0338]],
  "lowdin_charge": [0.113, -0.138, -0.194, -0.318, 0.451, 0.135, -0.170, 0.528, -0.269, -0.220, -0.142, -0.139, -0.066, -0.280, -0.218, 1.013, -0.197, -0.303, 0.061, -0.025, -0.011, 0.029, 0.084, 0.073, 0.057, 0.107, -0.270, 0.840, -0.550, -0.290, 0.051, 0.057, 0.050, 0.060, 0.045, 0.036, -0.272, 0.811, -0.555, -0.272, 0.043, 0.061, 0.053, 0.059, 0.052, 0.050, -0.289, 0.802, -0.558, -0.277, 0.016, 0.064, 0.050, 0.063, 0.053, 0.007, -0.273, 0.810, -0.572, -0.270, 0.049, 0.058, 0.052, 0.060, 0.052, 0.049, -0.273, 0.814, -0.551, -0.274, 0.052, 0.057, 0.051, 0.057, 0.051, 0.049],
  "gap_ev": 6.932,
  "lumo_ev": -1.1
}